C35H62Br26N4OS | wB97M-V/def2-TZVPD

Element x y z (Å)
N: 5.4772 -0.6511 5.6319
C: 4.8175 0.3866 4.8742
O: 5.3763 1.3989 4.5300
C: 3.3848 0.0862 4.5540
C: 2.5709 -0.1552 5.8506
C: 1.1158 -0.0647 5.5058
C: 0.3711 1.0846 5.5668
N: 0.8687 2.3437 6.0024
C: -1.0095 1.0847 5.1745
C: -1.6521 -0.0096 4.7328
C: -0.9119 -1.2161 4.6704
N: -1.3941 -2.3891 4.2389
S: -0.1263 -3.3884 4.3558
N: 1.0270 -2.4279 4.9087
C: 0.4495 -1.2313 5.0532
H: 5.8695 -0.2453 6.4723
H: 6.2173 -1.0175 5.0451
H: 2.9442 0.9016 3.9960
H: 3.3980 -0.8280 3.9604
H: 2.8476 0.6012 6.5820
H: 2.8332 -1.1542 6.1791
H: 0.2299 2.6502 6.7342
H: 1.7568 2.1640 6.4562
H: -1.5521 2.0169 5.2414
H: -2.6900 0.0410 4.4498
Br: 2.9108 5.8538 0.6113
C: 4.1569 5.1510 1.9284
C: 3.9544 3.6786 2.1416
Br: 2.3992 3.2891 3.2365
H: 4.0271 5.7360 2.8327
H: 5.1456 5.3360 1.5147
H: 4.7915 3.2527 2.6922
H: 3.8255 3.1418 1.2086
Br: -4.7461 -1.3894 1.8791
C: -4.0266 -2.3964 0.3731
C: -2.6725 -2.9679 0.6797
Br: -1.2921 -1.5985 0.6005
H: -4.0130 -1.7244 -0.4800
H: -4.7458 -3.1895 0.1924
H: -2.3905 -3.7038 -0.0705
H: -2.6171 -3.4160 1.6673
Br: -3.7558 -0.1960 -3.0125
C: -3.2112 1.2704 -1.8539
C: -4.1476 1.4203 -0.6878
Br: -5.8224 2.2692 -1.1926
H: -3.1518 2.1604 -2.4714
H: -2.2165 1.0034 -1.5033
H: -3.7130 2.0688 0.0691
H: -4.3968 0.4617 -0.2515
Br: 3.1818 -4.9786 3.8778
C: 2.8973 -3.6988 2.4433
C: 4.0888 -3.5955 1.5300
Br: 5.5419 -2.5711 2.3221
H: 2.6404 -2.7574 2.9174
H: 2.0365 -4.0719 1.8918
H: 3.8221 -3.0562 0.6239
H: 4.5007 -4.5643 1.2689
Br: -7.0318 -4.0702 -1.3605
C: -5.7112 -5.4657 -1.6576
C: -5.9733 -6.6734 -0.8010
Br: -5.4433 -6.3559 1.0445
H: -4.7377 -5.0258 -1.4646
H: -5.7904 -5.7158 -2.7129
H: -5.3715 -7.5151 -1.1355
H: -7.0198 -6.9576 -0.7865
Br: -0.6329 4.0185 8.5241
C: -0.4568 2.6981 9.9435
C: 0.4139 3.2006 11.0623
Br: 2.2959 3.1508 10.5774
H: -0.0680 1.7941 9.4856
H: -1.4694 2.5182 10.2964
H: 0.3207 2.5557 11.9328
H: 0.1871 4.2237 11.3418
Br: -1.8372 -3.9958 6.2205
C: -3.1798 -4.5804 7.5468
C: -3.0181 -6.0291 7.9243
Br: -3.6727 -7.2118 6.5230
H: -4.1513 -4.3670 7.1125
H: -3.0235 -3.9459 8.4178
H: -3.6118 -6.2718 8.8028
H: -1.9829 -6.3002 8.1030
Br: 4.9372 3.3331 -2.0465
C: 6.2089 1.8581 -2.0574
C: 5.7706 0.7179 -1.1776
Br: 6.0499 1.0984 0.7083
H: 7.1676 2.2698 -1.7611
H: 6.2574 1.5334 -3.0943
H: 6.3699 -0.1665 -1.3813
H: 4.7188 0.4803 -1.2976
Br: -3.2876 -0.8482 -8.0122
C: -1.9778 -1.5230 -6.7439
C: -2.1263 -3.0037 -6.5163
Br: -3.6393 -3.3974 -5.3565
H: -2.0958 -0.9462 -5.8318
H: -1.0097 -1.3073 -7.1904
H: -1.2554 -3.3917 -5.9938
H: -2.2748 -3.5599 -7.4339
Br: -10.6791 2.3788 -0.9164
C: -9.9799 4.1589 -0.5713
C: -9.8400 4.9597 -1.8383
Br: -8.2947 4.3965 -2.8721
H: -9.0350 4.0301 -0.0537
H: -10.6999 4.6277 0.0955
H: -9.6667 6.0080 -1.6065
H: -10.7037 4.8707 -2.4883
Br: 2.9605 -1.0606 -7.7010
C: 2.6054 -1.8002 -9.4674
C: 1.1315 -1.9876 -9.6880
Br: 0.4358 -3.5264 -8.7256
H: 3.1749 -2.7203 -9.5406
H: 2.9969 -1.0735 -10.1763
H: 0.9216 -2.1821 -10.7369
H: 0.5538 -1.1305 -9.3569
Br: 2.1674 3.0228 -11.0363
C: 1.6426 3.6199 -9.2621
C: 1.4368 2.4675 -8.3136
Br: -0.2457 1.5419 -8.6448
H: 0.7476 4.2201 -9.3868
H: 2.4588 4.2510 -8.9192
H: 1.3684 2.8274 -7.2894
H: 2.2187 1.7213 -8.3812
Br: 5.0969 2.1376 -8.6403
C: 6.3594 3.6046 -8.4257
C: 5.8334 4.8953 -8.9923
Br: 5.9265 4.9237 -10.9321
H: 7.2849 3.2890 -8.8947
H: 6.5095 3.6962 -7.3525
H: 6.4464 5.7302 -8.6613
H: 4.7984 5.0779 -8.7242

E_tot (Eh): -68987.67177
Lowest unoccupied orbital energy (eV): -0.2880
Highest occupied orbital energy (eV): -8.062

=====

C4H10O2 | wB97M-V/def2-TZVPD

Element x y z (Å)
C: 1.7398 -1.2016 0.3640
C: 1.2852 0.1868 0.6879
C: -0.0122 0.5256 0.7521
O: -1.0124 -0.3184 0.3274
C: -0.4501 1.9561 0.9421
H: 0.9862 -1.6608 -0.2878
H: 1.6148 -1.8156 1.2655
H: 2.6988 -1.4401 -0.0812
H: 1.8878 1.0810 0.8128
H: -1.0681 -0.4795 -0.6244
H: 0.1756 2.6093 0.3308
H: -0.3398 2.2649 1.9791
H: -1.4873 2.1248 0.6615
H: -2.2146 -2.0441 -2.1519
H: -1.7877 -0.6794 -2.8859
O: -2.0161 -1.1091 -2.0920

ΔE to the lowest compared entry with this formula, charge and spin (eV): 1.554
E_tot (Eh): -308.84103
Lowest unoccupied orbital energy (eV): 0.4809
Highest occupied orbital energy (eV): -8.278

=====

C8H12N3O4 | wB97M-V/def2-TZVPD

Element x y z (Å)
C: 0.8403 1.2664 -0.7989
C: -0.4267 -0.8698 -0.4495
C: -1.4370 1.1532 -1.5311
C: -0.9344 -0.5032 1.3959
C: 0.9050 -0.2059 -0.5881
C: 1.9837 2.2004 -0.5877
C: 2.2732 -2.2457 -0.5492
C: -2.6367 0.7615 2.4469
N: -0.1817 1.7129 -1.4724
N: -1.4809 -0.2369 -1.2115
N: 2.0393 -0.7970 -0.3217
O: -0.3991 -2.2576 -0.5690
O: -2.4903 1.6445 -1.7377
O: -0.2349 -0.9728 2.2158
O: -1.9880 0.2337 1.2814
H: 2.9298 1.8696 -0.9531
H: 1.9013 2.4562 0.5477
H: 1.7359 3.1373 -1.1554
H: 2.2810 -2.4178 -1.5885
H: 3.2646 -2.4430 0.0319
H: 1.5643 -2.9734 -0.1651
H: -3.2308 -0.1450 2.9390
H: -3.4487 1.5467 2.2506
H: -1.9555 1.2944 2.9830
H: -2.4893 -0.4504 -0.9790
H: 2.7789 -0.1681 -0.3227
H: -1.1634 -2.5901 -1.1115

ΔE to the lowest compared entry with this formula, charge and spin (eV): 0.978
E_tot (Eh): -776.91928
Lowest unoccupied orbital energy (spin up / spin down) (eV): -5.6810 / -5.6817
Highest occupied orbital energy (spin up / spin down) (eV): -12.941 / -12.940
Net charge: +1

=====

C4H7ClN2O10RuSe | wB97M-V/def2-TZVPD

Element x y z (Å)
Ru: 0.2233 0.0121 0.4047
O: -0.6693 2.4942 0.3274
Cl: -1.4875 1.9247 -0.7457
O: -2.2387 2.9167 -1.4368
O: -2.3735 0.9146 -0.1549
O: -0.5477 1.2044 -1.6471
C: -0.7594 -3.9237 -0.9818
C: -0.1472 -2.6133 -0.6246
N: -0.8382 -1.5589 -0.3903
O: -2.2043 -1.7089 -0.5108
C: 1.2929 -2.3961 -0.5937
C: 2.3708 -3.4185 -0.5768
N: 1.5666 -1.1182 -0.5772
O: 2.7293 -0.6832 -0.6896
H: -1.6472 -3.7688 -1.5911
H: -1.0699 -4.4495 -0.0752
H: -0.0451 -4.5435 -1.5195
H: -2.5231 -0.8008 -0.3493
H: 1.9583 -4.3958 -0.3247
H: 3.0766 -3.1197 0.2000
H: 2.9094 -3.4930 -1.5248
O: 1.0833 -0.4565 4.3888
Se: 1.2143 -0.8139 2.8203
O: -0.2691 -1.0379 1.9669
O: 1.5063 0.5722 1.8489
O: 2.2429 -2.0052 2.4307

ΔE to the lowest compared entry with this formula, charge and spin (eV): 1.639
E_tot (Eh): -3974.64650
Lowest unoccupied orbital energy (spin up / spin down) (eV): 2.3289 / 2.0072
2S+1: 2
Highest occupied orbital energy (spin up / spin down) (eV): -5.313 / -5.383
Net charge: -1

=====

C4H12 | wB97M-V/def2-TZVPD

Element x y z (Å)
C: -0.5720 -1.2926 1.5744
C: 0.9478 -1.4055 1.7508
H: -0.8439 -0.3431 1.1137
H: -0.9699 -2.0985 0.9624
H: -1.1127 -1.2963 2.5167
H: 1.3724 -2.1721 1.1058
H: 1.4221 -0.4789 1.4381
H: 1.2121 -1.6189 2.7853
C: -0.5116 2.0170 -1.6554
C: 0.1637 0.6314 -1.6171
H: -0.1530 2.6325 -2.4788
H: -1.5924 1.9887 -1.7408
H: -0.2815 2.5984 -0.7664
H: 0.6147 0.3650 -0.6647
H: 0.8948 0.5876 -2.4292
H: -0.5904 -0.1148 -1.8947

ΔE to the lowest compared entry with this formula, charge and spin (eV): 0.275
E_tot (Eh): -159.57486
Lowest unoccupied orbital energy (eV): 1.1627
Highest occupied orbital energy (eV): -11.774

=====

C3H6INO2 | wB97M-V/def2-TZVPD

Element x y z (Å)
C: -0.8006 -0.2825 1.3329
C: -1.1124 -1.4832 -0.8293
C: 1.7621 1.2465 1.6062
N: -0.3315 -0.6767 0.0572
O: -1.5736 0.3410 1.9128
O: 0.0714 -1.3085 1.3918
I: 3.1451 -0.2849 2.2285
H: -1.8476 -0.9637 -1.5827
H: -0.4564 -1.9797 -1.7021
H: -1.6559 -2.2832 -0.1959
H: 0.8377 1.2135 2.2232
H: 2.0327 2.2137 1.6406
H: 1.5622 0.8820 0.6497

ΔE to the lowest compared entry with this formula, charge and spin (eV): 4.156
E_tot (Eh): -620.69963
Lowest unoccupied orbital energy (eV): 0.5304
Highest occupied orbital energy (eV): -9.261

=====

C6H8O2 | wB97M-V/def2-TZVPD

Element x y z (Å)
C: -0.9455 -0.6332 -0.3228
C: -1.1760 0.9243 -0.2597
C: -0.0336 1.5942 -0.3480
C: 1.1406 0.7457 -0.0294
C: 1.1140 -0.0501 1.2298
C: 0.5474 -0.6693 0.0067
H: -2.8172 -0.7122 0.4916
H: -1.0321 -1.2333 -1.2454
H: -2.2017 1.3754 -0.2977
H: -0.0691 2.6364 -0.7569
H: 2.1446 0.7220 -0.4993
H: 0.5897 0.2667 2.1033
H: 2.0012 -0.5025 1.5829
H: 1.3492 -1.3695 -1.5337
O: -1.8042 -1.3140 0.5214
O: 1.1928 -1.7808 -0.6428

ΔE to the lowest compared entry with this formula, charge and spin (eV): 3.739
E_tot (Eh): -383.77269
Lowest unoccupied orbital energy (eV): 0.6955
Highest occupied orbital energy (eV): -9.018

=====

C25H48O3P2STl | wB97M-V/def2-TZVPD

Element x y z (Å)
Tl: -0.7424 -0.0017 -2.2247
C: -2.6670 1.8360 0.9267
C: -3.1668 1.0025 -0.1114
C: -2.7708 -0.3184 1.7336
C: -2.4303 1.0268 2.0725
C: -3.1869 -0.3342 0.3687
C: -2.4075 3.2856 0.8060
H: -2.0236 3.5469 -0.1914
H: -1.6725 3.6163 1.5509
H: -3.3283 3.8657 0.9682
C: -1.9913 1.4875 3.4075
H: -1.4527 2.4431 3.3430
H: -1.3153 0.7553 3.8682
H: -2.8462 1.6308 4.0890
C: -2.7167 -1.4667 2.6485
H: -3.5715 -1.4596 3.3444
H: -1.7920 -1.4551 3.2496
H: -2.7514 -2.4102 2.0925
C: -3.5459 -1.5341 -0.4227
H: -4.6324 -1.5885 -0.5909
H: -3.2385 -2.4511 0.0922
H: -3.0624 -1.5314 -1.4134
C: -3.5994 1.4767 -1.4529
H: -4.4663 2.1568 -1.3753
H: -3.8913 0.6449 -2.1084
H: -2.8031 2.0507 -1.9574
C: 1.4161 0.9050 -3.1621
C: 0.3423 1.7066 -3.5168
C: -0.1732 1.7480 -4.9449
C: -1.2201 0.6577 -5.3565
C: -1.2459 -0.6155 -4.5411
C: -0.1238 -1.3910 -4.2884
C: 1.2527 -1.1123 -4.8328
C: 2.1091 0.0042 -4.1459
H: 0.6792 1.7100 -5.6552
H: -1.0796 0.4308 -6.4363
H: -0.6530 2.7355 -5.1093
H: 2.6078 0.5967 -4.9392
H: 1.9395 1.0576 -2.2112
H: -0.0477 2.4902 -2.8600
H: 2.9423 -0.4998 -3.6274
H: 1.8290 -2.0448 -4.7385
H: -0.2462 -2.4117 -3.8944
H: 1.2212 -0.9182 -5.9187
H: -2.2208 1.1196 -5.3224
H: -2.2376 -1.0538 -4.3900
P: 1.7714 2.3115 1.4302
C: 1.7948 3.2821 3.0118
H: 2.7102 3.8949 3.0090
H: 1.8049 2.5793 3.8575
H: 0.9163 3.9373 3.0853
C: 3.5217 1.7659 1.6847
H: 4.0588 2.5508 2.2397
H: 4.0048 1.5915 0.7155
H: 3.5101 0.8369 2.2686
C: 2.1590 3.7673 0.3635
H: 2.5170 3.4185 -0.6138
H: 2.9261 4.3846 0.8563
H: 1.2414 4.3567 0.2251
P: 0.9321 -3.1188 0.8380
C: -0.0762 -4.3371 -0.1000
H: 0.5271 -5.2110 -0.3719
H: -0.4532 -3.8485 -1.0108
H: -0.9422 -4.6390 0.5036
C: 2.4371 -3.1800 -0.2269
H: 2.1974 -2.7907 -1.2277
H: 2.8134 -4.2092 -0.3040
H: 3.1928 -2.5232 0.2213
C: 1.4941 -4.1186 2.2629
H: 1.6361 -5.1647 1.9755
H: 0.7410 -4.0259 3.0508
H: 2.4171 -3.6864 2.6554
C: 2.4284 -1.6043 5.1951
S: 1.3815 -0.7136 4.0311
O: 0.0760 -1.3927 4.1051
O: 1.3490 0.6834 4.4975
O: 2.0383 -0.8778 2.7155
H: 2.0385 -1.4018 6.1985
H: 3.4543 -1.2341 5.0839
H: 2.3620 -2.6727 4.9520

E_tot (Eh): -2460.04763
Lowest unoccupied orbital energy (spin up / spin down) (eV): -5.4234 / -5.3716
Highest occupied orbital energy (spin up / spin down) (eV): -9.710 / -9.705
Net charge: +1

=====

C4H13N2 | wB97M-V/def2-TZVPD

Element x y z (Å)
C: -1.7634 1.2537 1.2927
C: -0.5796 0.4765 0.6899
C: -0.6779 -1.0626 0.7180
N: -0.3634 1.0148 -0.6648
H: -2.0302 1.0081 2.3190
H: -1.4921 2.2713 1.1838
H: -2.6909 1.0904 0.5893
H: 0.2894 0.7987 1.2837
H: 0.1104 -1.4455 0.0697
H: -0.5150 -1.4063 1.7651
H: -1.6850 -1.4565 0.4799
H: 0.3074 0.3832 -1.2362
H: -1.2525 1.0072 -1.2084
C: 2.3270 -0.6283 -0.9148
N: 1.1775 -0.8421 -1.7744
H: 3.0069 0.2396 -1.0303
H: 2.8663 -1.4992 -0.5602
H: 1.5045 -0.7213 -2.7206
H: 1.4605 -0.4817 -0.2812

ΔE to the lowest compared entry with this formula, charge and spin (eV): 8.005
E_tot (Eh): -269.20650
Lowest unoccupied orbital energy (eV): -8.9650
Highest occupied orbital energy (eV): -14.769
Net charge: +1

=====

C4H8O3 | wB97M-V/def2-TZVPD

Element x y z (Å)
C: 1.1709 -0.4370 1.4181
C: 0.9482 0.6648 0.4210
O: 1.4541 0.6830 -0.6907
C: -1.5642 0.3485 -0.3549
O: -1.4532 1.4534 -1.1280
C: -1.0053 -0.8251 -0.6760
O: -0.2449 -0.9265 -1.8109
H: 2.0853 -0.1782 1.9639
H: 0.3510 -0.5166 2.1384
H: 1.3281 -1.3957 0.9174
H: 0.3976 1.5536 0.7744
H: 0.6179 -0.4857 -1.6097
H: -2.1213 0.5141 0.5608
H: -0.9730 1.1750 -1.9264
H: -1.0977 -1.7074 -0.0457

ΔE to the lowest compared entry with this formula, charge and spin (eV): 2.288
E_tot (Eh): -382.88075
Lowest unoccupied orbital energy (eV): 0.8861
Highest occupied orbital energy (eV): -8.917

=====

C4H14N2O4 | wB97M-V/def2-TZVPD

Element x y z (Å)
O: -0.3537 0.5779 -2.2990
C: -0.6057 -0.3616 -1.6020
O: -1.1066 -1.5393 -2.0430
C: -0.4293 -0.4566 -0.0980
C: -1.0973 0.7598 0.5145
C: -0.6041 1.1241 1.9360
N: -0.4597 -0.0072 2.8872
N: 1.0403 -0.5645 0.0381
H: -1.2371 -1.6783 -2.9789
H: -0.8526 -1.4226 0.1970
H: -0.8403 1.6255 -0.1057
H: -2.1925 0.7520 0.5029
H: -1.2832 1.7958 2.4578
H: 0.3445 1.6280 1.8291
H: 0.2556 -0.6427 2.5680
H: -1.3545 -0.4719 2.9612
H: 1.4195 0.3707 0.0629
H: 1.3536 -1.1131 0.8254
H: 1.1581 2.1399 -0.8695
H: 2.1996 3.2081 -0.4479
O: 1.3236 2.8762 -0.2556
H: 1.1871 -2.1165 -1.8529
H: 0.7947 -3.5496 -1.8699
O: 1.3397 -2.9341 -2.3577

ΔE to the lowest compared entry with this formula, charge and spin (eV): 0.591
E_tot (Eh): -571.28211
Lowest unoccupied orbital energy (eV): 0.4944
Highest occupied orbital energy (eV): -9.452

=====

C24H49Br18NO3 | wB97M-V/def2-TZVPD

Element x y z (Å)
C: -1.9801 0.0677 0.0358
C: -2.2149 -0.6664 1.3452
C: -1.1207 -0.2587 2.3552
C: -0.4557 -1.4325 3.0674
N: 0.9041 -1.1300 3.5496
C: 1.8488 -1.0792 2.4677
O: 1.7975 -2.1986 1.6716
O: 3.1530 -1.0810 3.0053
C: 3.8882 -0.0063 2.7385
O: 5.0400 0.0396 3.0104
H: -2.8619 0.0254 -0.5685
H: -1.7870 1.1043 0.2577
H: -1.1551 -0.3553 -0.5117
H: -3.1679 -0.3613 1.7377
H: -2.2062 -1.7305 1.1836
H: -0.4069 0.3616 1.8305
H: -1.5713 0.3612 3.1077
H: -0.4402 -2.3250 2.4640
H: -1.0367 -1.6681 3.9438
H: 0.8565 -0.1939 3.9211
H: 1.7354 -0.1913 1.8471
H: 1.0533 -2.1230 1.0886
H: 3.4159 0.8412 2.2467
Br: -4.7903 -3.8250 2.6154
C: -3.3312 -4.7316 3.5325
C: -3.5991 -4.9329 4.9987
Br: -3.3898 -3.2878 6.0152
H: -2.4428 -4.1395 3.3576
H: -3.2315 -5.6915 3.0319
H: -2.8743 -5.6274 5.4161
H: -4.6017 -5.2953 5.1942
Br: -2.9393 -0.4533 -3.4459
C: -3.5891 -2.2459 -3.8506
C: -5.0203 -2.4017 -3.4241
Br: -5.1725 -2.6137 -1.4934
H: -2.9260 -2.9439 -3.3572
H: -3.4951 -2.3560 -4.9277
H: -5.4622 -3.3043 -3.8497
H: -5.6215 -1.5407 -3.6956
Br: 4.1378 2.9628 0.4447
C: 5.0736 2.4170 2.0644
C: 4.2268 2.6184 3.2929
Br: 4.1254 4.4948 3.7985
H: 5.9966 2.9840 2.0938
H: 5.3025 1.3641 1.9238
H: 4.6706 2.1116 4.1454
H: 3.2060 2.2772 3.1669
Br: 7.9249 1.4219 -0.3587
C: 7.5278 2.8584 -1.6112
C: 7.7402 2.4489 -3.0428
Br: 9.6263 2.3898 -3.5217
H: 8.1472 3.7005 -1.3249
H: 6.4814 3.1014 -1.4387
H: 7.2923 3.1907 -3.6990
H: 7.3321 1.4682 -3.2615
Br: -4.6301 -1.1224 8.9015
C: -5.5162 0.5059 8.3149
C: -5.9171 0.4252 6.8664
Br: -4.3996 0.6671 5.6747
H: -4.8365 1.3267 8.5122
H: -6.3941 0.6010 8.9493
H: -6.6060 1.2288 6.6168
H: -6.3666 -0.5290 6.6150
Br: -1.5214 3.0380 3.4465
C: -2.6417 3.8027 2.0494
C: -4.0592 3.9809 2.5179
Br: -5.0039 2.2814 2.5411
H: -2.5753 3.1459 1.1896
H: -2.1857 4.7602 1.8105
H: -4.6139 4.6136 1.8298
H: -4.1165 4.3954 3.5181
Br: 5.7184 5.3156 -4.4394
C: 5.8108 5.9511 -6.2757
C: 6.8819 5.2386 -7.0564
Br: 8.6595 5.8627 -6.5762
H: 5.9735 7.0213 -6.2258
H: 4.8312 5.7514 -6.7025
H: 6.7753 5.4424 -8.1187
H: 6.8721 4.1673 -6.8901
Br: -3.1253 -6.3164 -3.5191
C: -4.0343 -7.1747 -5.0079
C: -4.0365 -6.3170 -6.2444
Br: -5.3202 -4.8572 -6.1125
H: -5.0358 -7.4083 -4.6657
H: -3.4882 -8.0966 -5.1898
H: -4.3515 -6.9008 -7.1053
H: -3.0715 -5.8667 -6.4460
Br: 1.1981 -0.1428 -2.5525
C: 0.9585 0.6093 -4.3274
C: 1.9858 0.0484 -5.2686
Br: 3.7283 0.8219 -4.8840
H: 1.0439 1.6848 -4.2225
H: -0.0518 0.3490 -4.6364
H: 1.7565 0.3019 -6.3005
H: 2.0930 -1.0256 -5.1706

ΔE to the lowest compared entry with this formula, charge and spin (eV): 0.990
E_tot (Eh): -47556.56715
Lowest unoccupied orbital energy (eV): 0.1818
Highest occupied orbital energy (eV): -9.379